(1)
# C34H39N5O3P2STi

C34H39N5O3P2STi as an isolated structure at a distorted geometry (ωB97M-V/def2-TZVPD, OMol25).

```
85
Properties=species:S:1:pos:R:3
Ti 0.33987 0.26823 4.53616
C -1.05143 1.79137 3.63917
C -1.28499 0.71789 2.79288
C -0.79408 0.63165 1.36547
C 0.49218 -0.20606 1.20970
C 1.40030 -0.12125 2.39726
C 1.72699 1.07073 3.04233
C 1.22046 2.43606 2.64205
C -0.05840 2.89424 3.38523
C 1.70210 -1.22721 5.04480
H -1.80434 2.02119 4.40087
H -2.16203 0.08913 2.98581
H -0.63513 1.62772 0.92236
H -1.57811 0.14973 0.75605
H 0.20271 -1.25695 1.03535
H 1.02363 0.10367 0.29073
H 2.05545 -0.98342 2.51621
H 2.60301 1.06378 3.70001
H 1.06205 2.50889 1.55594
H 2.02176 3.15483 2.87957
H 0.23884 3.34085 4.35006
H -0.53317 3.71086 2.81421
H 1.72440 -1.22304 6.15642
H 2.72057 -1.06534 4.65138
H 1.34557 -2.21790 4.69779
P 1.50847 -1.26096 -4.48432
P -1.49400 -0.65499 -4.06092
N 2.95621 -0.29776 -4.30985
N 2.20990 -2.52892 -5.46556
N -1.71628 1.04798 -3.79907
N -3.16610 -1.04795 -4.39437
C 0.66125 -0.26133 -5.80519
C -0.84963 -0.57940 -5.80218
C 3.24963 0.36574 -3.10587
C 4.25887 1.28283 -3.34243
C 4.59290 1.20551 -4.74040
C 3.77252 0.24262 -5.30908
C 2.41421 -3.82008 -4.94828
C 2.88732 -4.63271 -5.96649
C 2.96846 -3.83185 -7.15765
C 2.55052 -2.55302 -6.82097
C -1.59787 1.62670 -2.52498
C -1.75579 2.99815 -2.64767
C -1.95969 3.28548 -4.04067
C -1.92786 2.07885 -4.71814
C -4.11218 -0.37645 -5.17872
C -5.16639 -1.23981 -5.43938
C -4.85294 -2.50108 -4.81855
C -3.62447 -2.36378 -4.19890
H 1.09016 -0.45467 -6.79954
H 0.82437 0.80330 -5.56370
H -1.40774 0.13705 -6.42191
H -1.02676 -1.58664 -6.21575
H 2.71490 0.09719 -2.20781
H 4.70631 1.94402 -2.61235
H 5.34132 1.79061 -5.25706
H 3.70598 -0.11509 -6.32576
H 2.17971 -4.02567 -3.91504
H 3.13461 -5.68175 -5.88173
H 3.27720 -4.16104 -8.13884
H 2.44196 -1.67108 -7.43367
H -1.39802 0.99839 -1.66983
H -1.71681 3.72059 -1.84342
H -2.09845 4.25714 -4.49267
H -2.01298 1.87237 -5.77366
H -3.96113 0.65344 -5.46400
H -6.05465 -1.00667 -6.00958
H -5.46054 -3.39584 -4.84050
H -3.02471 -3.05417 -3.62638
O 0.29330 3.13696 8.11499
S 0.67228 1.74770 8.03467
O 2.01788 1.36622 8.36751
N 0.21262 1.02669 6.46363
C -0.82486 0.16244 6.63542
O -1.18272 -0.50032 5.55662
C -1.26919 -0.01656 7.97554
C -2.16446 -0.99692 8.42286
C -2.34855 -1.09530 9.80273
C -1.63387 -0.27938 10.72160
C -0.68123 0.64827 10.25648
C -0.51839 0.73361 8.87211
H -2.64768 -1.61583 7.66785
H -3.06882 -1.82168 10.18059
H -1.80737 -0.37001 11.80567
H -0.08900 1.28924 10.92676
```

Computed properties:
**E_HOMO**: -11.307 eV
**DFT total energy**: -101992.153 eV
**Charge**: +2
**Kohn-Sham gap**: 0.064 Eh
**Relative energy (zero: lowest compared OMol25 entry of this formula, charge and spin)**: 5.6 kcal per mole

(2)
# C34H40Br2N2O5PRuSe2

C34H40Br2N2O5PRuSe2 as an isolated structure at a distorted geometry (ωB97M-V/def2-TZVPD, OMol25).

```
87
Properties=species:S:1:pos:R:3
Ru 0.50211 -0.44203 0.59042
Br 1.17264 -3.47095 0.10941
C 0.77504 -3.83734 -1.76628
Br 1.73237 -2.65753 -2.94065
H -0.28581 -3.66083 -1.92474
H 1.06082 -4.85836 -2.00609
C 2.07420 1.46410 3.30577
C 1.07364 2.60545 3.17314
C 1.51191 3.59618 2.10455
C -0.34403 2.05310 2.96950
C -1.43109 3.11117 3.20830
O -2.44018 2.76851 2.28168
C -1.91576 1.87171 1.41169
N -0.72151 1.48465 1.66601
C -2.87408 1.52946 0.34473
C -4.01610 2.34807 0.33340
C -5.08193 2.13113 -0.51160
C -5.01699 1.09863 -1.43016
C -3.87689 0.32683 -1.47927
C -2.80677 0.49254 -0.59715
P -1.49569 -0.78425 -0.79007
C -1.47964 -0.83898 -2.62857
C -1.60805 -1.99689 -3.39057
C -1.50762 -1.94600 -4.77088
C -1.25791 -0.74602 -5.41296
C -1.12977 0.41450 -4.66609
C -1.24547 0.36768 -3.29127
C -2.44639 -2.27480 -0.27139
C -2.09018 -2.82141 0.96085
C -2.70693 -3.96625 1.43314
C -3.68911 -4.58818 0.68066
C -4.07549 -4.03326 -0.52824
C -3.46764 -2.88309 -1.00044
H 3.07493 1.84701 3.49531
H 2.09669 0.87042 2.38490
H 1.79862 0.80876 4.13170
H 1.03243 3.13589 4.13519
H 1.50327 3.12596 1.12530
H 2.52161 3.93529 2.32348
H 0.85628 4.46122 2.06687
H -0.48367 1.23674 3.68751
H -1.08344 4.12487 2.97830
H -1.84724 3.08993 4.21519
H -4.06148 3.16742 1.03257
H -5.95797 2.75821 -0.44131
H -5.84147 0.89526 -2.09844
H -3.81409 -0.44253 -2.23123
H -1.82301 -2.94579 -2.91615
H -1.62822 -2.85349 -5.34497
H -1.16775 -0.71355 -6.48739
H -0.93847 1.35728 -5.15750
H -1.15648 1.27883 -2.71310
H -1.33066 -2.32914 1.56016
H -2.41889 -4.37588 2.38806
H -4.16232 -5.49243 1.03525
H -4.85764 -4.49932 -1.11181
H -3.80414 -2.47082 -1.93982
O 5.59420 2.18675 -0.49764
C 4.28266 2.50589 -0.90014
C 3.84941 1.55442 -2.02233
C 4.81216 1.76595 -3.21956
O 4.52658 0.96632 -4.33541
C 3.97677 0.10738 -1.55500
Se 3.02934 -0.35865 0.12087
C 2.43420 1.85685 -2.50622
Se 1.02472 1.94657 -1.12134
H 5.81953 2.73168 0.26399
H 4.22626 3.54504 -1.25532
H 3.58522 2.39149 -0.05691
H 5.84062 1.60792 -2.86638
H 4.72742 2.79715 -3.57509
H 4.53460 0.04029 -4.06770
H 5.02607 -0.10603 -1.33506
H 3.61446 -0.57646 -2.32543
H 2.12400 1.10313 -3.23149
H 2.41245 2.83833 -2.98357
O 2.33710 -1.96726 2.23962
C 1.42899 -1.85562 3.05639
C 1.47552 -2.38787 4.48102
C 0.15265 -1.91551 5.06231
C -0.55371 -1.23520 3.88039
O -1.66176 -0.74373 3.92858
N 0.25887 -1.24978 2.79234
H 2.35831 -1.99278 4.98550
H 1.57086 -3.47454 4.45335
H 0.27165 -1.18797 5.86760
H -0.47774 -2.72145 5.43770
```

Computed properties:
**E_HOMO (alpha / beta)**: -7.162 / -7.245 eV
**DFT total energy**: -331772.137 eV
**Charge**: 0
**Multiplicity**: 2
**Kohn-Sham gap (alpha / beta)**: 0.230 / 0.225 Eh

(3)
# C34H40BrN3O6S4V

C34H40BrN3O6S4V as an isolated structure at a distorted geometry (ωB97M-V/def2-TZVPD, OMol25).

```
89
Properties=species:S:1:pos:R:3
C 2.12116 3.89645 4.90547
C 1.84945 3.84989 3.32654
C 0.28308 3.73888 3.12485
Br -0.69879 5.38474 3.68790
C -0.14592 3.27755 1.67162
N -0.89878 2.13624 1.62578
C -1.29560 1.77200 0.33943
C -2.18576 0.53202 0.19436
C -2.53580 -0.23262 1.51645
C -1.38283 -1.11753 2.15896
C -0.18655 -1.51268 1.20641
S 0.28911 -3.25002 1.75872
C 2.04767 -3.57593 1.39430
S 3.16572 -2.70224 2.24184
N 2.55772 -4.57289 0.44771
C 1.92973 -5.86355 0.56292
C 0.48899 -6.19295 0.23615
C 0.02878 -7.58414 0.38088
C 0.95335 -8.69731 0.84349
C 2.38900 -8.38234 1.16989
C 2.83861 -7.01142 1.02378
C 2.60992 -4.12646 -0.90712
C 3.87206 -4.48907 -1.69526
C 4.09278 -4.08466 -3.08434
C 3.06197 -3.27631 -3.78767
C 1.78761 -2.92023 -3.03391
C 1.56064 -3.34208 -1.64036
C -2.70591 0.06130 -1.09405
C -3.64900 -1.17068 -1.32086
C -3.19524 -2.49424 -0.56845
C -4.45247 -3.03259 0.25640
S -4.11607 -4.65693 1.02489
O -3.74463 -5.68234 0.03840
O -3.17586 -4.57926 2.14559
O -5.56659 -5.15763 1.66932
C -2.30066 0.83453 -2.35500
C -1.38507 2.06254 -2.18567
C -0.88223 2.55363 -0.84143
N -0.09896 3.70503 -0.87219
C 0.22395 4.03657 0.41146
C 1.07995 5.36561 0.57040
C 0.99329 6.15214 -0.82295
C 1.45868 7.66870 -0.70179
C 2.07997 8.18651 -2.08980
S 0.91160 8.07154 -3.49134
O 0.65102 6.67048 -3.90225
O 1.44426 8.75526 -4.68491
O -0.53459 8.80382 -3.15197
H 3.21443 4.11796 5.06801
H 1.56020 4.77756 5.34676
H 1.78851 2.96214 5.43338
H 2.44634 3.05458 2.80392
H 2.18804 4.86610 2.95399
H -0.07179 2.94658 3.85292
H -2.78785 0.56619 2.28235
H -3.47041 -0.84541 1.40151
H -0.97122 -0.69244 3.12471
H -1.87485 -2.09901 2.46600
H -0.44860 -1.60537 0.11780
H 0.71886 -0.83798 1.29699
H -0.18918 -5.38338 -0.13080
H -1.02374 -7.90228 0.14663
H 0.62402 -9.76356 0.95312
H 3.05828 -9.21796 1.51037
H 3.91820 -6.78734 1.23721
H 4.66077 -5.09327 -1.18131
H 5.05263 -4.41554 -3.57078
H 3.22947 -2.93848 -4.84430
H 1.04507 -2.30806 -3.60581
H 0.60556 -3.07956 -1.12551
H -4.68480 -0.87179 -0.97501
H -3.76221 -1.39111 -2.42762
H -2.30064 -2.37391 0.09251
H -3.00855 -3.30270 -1.34300
H -5.33169 -3.17693 -0.44920
H -4.81347 -2.30181 1.03526
H -6.25771 -4.81493 1.05466
H -2.70819 0.45387 -3.39440
H -1.07067 2.67173 -3.13112
H 0.65336 6.06611 1.33689
H 2.16129 5.11756 0.80262
H -0.07525 6.19187 -1.20173
H 1.57101 5.62891 -1.64187
H 0.55024 8.32411 -0.53004
H 2.23699 7.83464 0.10065
H 2.93412 7.48721 -2.31715
H 2.42819 9.25626 -2.03262
H -0.94002 8.95335 -4.03900
V -2.48749 2.11871 -4.17957
```

Computed properties:
**E_HOMO**: -14.799 eV
**DFT total energy**: -191689.368 eV
**Charge**: +3
**Kohn-Sham gap**: 0.064 Eh

(4)
# C34H40Cl10N4O8

C34H40Cl10N4O8 as an isolated structure at a distorted geometry (ωB97M-V/def2-TZVPD, OMol25).

```
96
Properties=species:S:1:pos:R:3
Cl -7.14577 -10.94780 -22.86202
C -7.38486 -9.46957 -21.91262
C -8.72967 -9.42325 -21.17171
Cl -8.96101 -10.86496 -20.19939
H -7.38502 -8.65322 -22.63278
H -6.58908 -9.32091 -21.18781
H -9.52903 -9.36023 -21.90615
H -8.78570 -8.53500 -20.54692
Cl -7.40622 0.41027 -23.18527
C -8.50158 1.39576 -22.19033
C -7.74012 2.45969 -21.44744
Cl -8.83587 3.50023 -20.49517
H -8.99253 0.66237 -21.55425
H -9.25932 1.87990 -22.80289
H -7.24168 3.09422 -22.18822
H -6.85473 2.15018 -20.89175
Cl -6.90128 -1.46770 -20.16591
C -7.09268 -1.55632 -18.40912
C -8.54892 -1.26138 -18.04166
Cl -9.03852 0.34978 -18.69918
H -6.45326 -0.78624 -17.98667
H -6.80475 -2.55557 -18.09756
H -8.74318 -1.19833 -16.97635
H -9.21762 -1.95686 -18.54011
Cl -8.13903 -7.92109 -26.21789
C -9.39465 -9.07808 -25.75869
C -10.32985 -8.41834 -24.74597
Cl -11.54329 -9.52069 -24.04827
H -8.92882 -9.96796 -25.34479
H -9.98758 -9.31115 -26.63974
H -10.91725 -7.62996 -25.21020
H -9.75472 -7.96782 -23.94058
Cl -11.58458 -0.91823 -26.42147
C -12.74462 -0.93967 -25.08325
C -13.05143 0.42271 -24.49063
Cl -11.63811 1.19270 -23.80952
H -12.29471 -1.62846 -24.37138
H -13.66118 -1.38555 -25.46619
H -13.85487 0.23802 -23.77178
H -13.53639 1.09389 -25.19895
C -6.16830 -3.08360 -26.47400
C -5.05104 -2.28303 -26.29993
C -3.79507 -2.85702 -26.48511
C -3.66220 -4.20192 -26.81576
C -4.78217 -5.00771 -26.84191
C -6.03604 -4.45240 -26.67253
N -2.34223 -4.77612 -27.07603
O -1.39267 -4.02366 -27.14310
O -2.26449 -5.97613 -27.22223
H -7.18014 -2.69467 -26.43334
H -5.08246 -1.22242 -26.10239
H -2.97445 -2.16120 -26.36788
H -4.74775 -6.06319 -27.08028
H -6.89096 -5.10784 -26.74244
C -10.11510 -7.80096 -15.40795
C -8.77533 -8.13206 -15.47120
C -7.93621 -7.49193 -16.39456
C -8.42453 -6.50754 -17.23097
C -9.80042 -6.26895 -17.22438
C -10.63921 -6.91240 -16.35744
N -7.51452 -5.74979 -18.08219
O -7.96781 -4.77006 -18.64843
O -6.35645 -6.10888 -18.12444
H -10.77366 -8.23833 -14.66997
H -8.38868 -8.90862 -14.82682
H -6.87363 -7.67250 -16.30112
H -10.22057 -5.47344 -17.82948
H -11.69655 -6.68839 -16.33366
C -12.94071 -8.24341 -28.07342
C -11.71393 -8.18073 -28.71776
C -10.80726 -7.16637 -28.41819
C -11.21639 -6.16430 -27.52327
C -12.45513 -6.20488 -26.89453
C -13.31774 -7.24944 -27.17428
N -10.31027 -5.07531 -27.16390
O -9.19220 -5.08150 -27.62821
O -10.71887 -4.19979 -26.42700
H -13.73300 -8.96417 -28.23160
H -11.36965 -8.94211 -29.40385
H -9.84114 -6.96196 -28.85911
H -12.63839 -5.51894 -26.07804
H -14.25669 -7.27068 -26.63947
C -9.63580 -2.55711 -23.20772
C -9.46184 -3.13792 -21.96239
C -9.18766 -4.49714 -21.89431
C -9.11719 -5.25317 -23.05522
C -9.23602 -4.65224 -24.30462
C -9.50677 -3.29785 -24.38158
N -8.76736 -6.66316 -22.93104
O -8.60882 -7.15338 -21.83099
O -8.66847 -7.30726 -23.96646
H -9.86977 -1.49919 -23.24965
H -9.50048 -2.55344 -21.05591
H -9.06685 -4.96660 -20.92714
H -9.03965 -5.19937 -25.21759
H -9.61064 -2.78820 -25.32880
```

Computed properties:
**E_HOMO**: -9.571 eV
**DFT total energy**: -183458.435 eV
**Charge**: 0
**Kohn-Sham gap**: 0.312 Eh
**Relative energy (zero: lowest compared OMol25 entry of this formula, charge and spin)**: 68.8 kcal per mole

(5)
# C34H40Cl8F24O16

A 10-piece molecular cluster, C34H40Cl8F24O16 overall at a distorted geometry (ωB97M-V/def2-TZVPD, OMol25).

```
122
Properties=species:S:1:pos:R:3
C -0.34733 5.96204 -0.26900
Cl 1.26871 6.61772 -0.66950
Cl -0.96336 4.99216 -1.60874
Cl -0.16662 4.90288 1.15630
Cl -1.47352 7.29710 0.04702
C 5.32150 3.07355 -0.45268
Cl 6.88192 3.81334 -0.84647
Cl 4.83906 1.92609 -1.68388
Cl 5.50902 2.25388 1.09847
Cl 4.11305 4.30602 -0.30010
C -2.61247 1.92746 -0.28006
C -4.15147 1.79053 -0.30183
O -4.49020 0.60557 -1.08273
C -4.45742 0.72816 -2.41329
O -4.11935 1.72907 -3.00701
C -4.93436 -0.58876 -3.12091
F -4.97573 -1.56440 -2.24624
F -6.16774 -0.36052 -3.58595
F -4.13144 -0.91426 -4.14618
H -2.14134 0.99472 -0.01486
H -2.28198 2.69843 0.42880
H -2.24550 2.20022 -1.28662
H -4.60729 2.67453 -0.78163
H -4.55275 1.61830 0.70735
C -3.18690 -4.02884 1.36080
C -3.08210 -5.31432 2.13198
O -2.46824 -5.06669 3.43994
C -3.20530 -4.33911 4.27716
O -4.33987 -4.01983 4.07241
C -2.44140 -4.03349 5.59138
F -2.50211 -2.71882 5.83550
F -3.05720 -4.70493 6.54185
F -1.18745 -4.37600 5.52194
H -3.60489 -4.37304 0.40512
H -2.19253 -3.61887 1.17871
H -3.85741 -3.34773 1.84874
H -2.48005 -5.98748 1.51173
H -4.07843 -5.73140 2.32376
C -7.39537 -2.72861 1.46641
C -6.15567 -2.00817 0.87983
O -5.51073 -1.43764 2.00292
C -5.97572 -0.35100 2.51791
O -6.87340 0.33187 2.10006
C -5.20608 0.08846 3.77727
F -6.08935 0.50396 4.69840
F -4.49980 -0.93272 4.31057
F -4.36061 1.08894 3.48765
H -8.00489 -3.16865 0.69394
H -8.07145 -1.98427 1.93445
H -7.10748 -3.43611 2.22490
H -6.43869 -1.18150 0.22156
H -5.40691 -2.54580 0.30983
C 1.29517 7.30080 -4.25059
C 2.52354 6.40552 -4.58715
O 2.03901 5.08213 -4.97886
C 1.95658 4.11913 -4.10674
O 2.28100 4.09513 -2.93303
C 1.58450 2.73503 -4.78424
F 0.68223 2.08701 -4.04349
F 1.04654 2.84527 -5.98591
F 2.67267 2.00621 -4.86871
H 1.58994 8.28819 -3.99117
H 0.75506 6.93412 -3.38035
H 0.57507 7.35708 -5.07090
H 3.15680 6.22715 -3.69284
H 3.18855 6.83274 -5.34017
C 2.96977 -1.44200 4.75687
C 3.30046 -0.09924 4.22519
O 2.96590 0.93784 5.21640
C 2.83885 2.16540 4.83495
O 2.88959 2.62042 3.71768
C 2.92328 3.09837 6.09991
F 4.24949 3.31484 6.31547
F 2.34234 4.30458 5.84647
F 2.37435 2.59590 7.19893
H 3.37955 -1.49368 5.76318
H 3.37023 -2.25941 4.12426
H 1.86801 -1.56529 4.90330
H 2.77740 0.05439 3.30101
H 4.35604 0.00566 4.04167
C 5.78635 -1.67861 -0.83663
C 4.25548 -1.96878 -1.02090
O 3.97656 -3.00208 -1.95431
C 4.13457 -4.26078 -1.53608
O 4.63780 -4.57601 -0.49702
C 3.45338 -5.24886 -2.51330
F 3.08121 -4.65177 -3.59874
F 4.33379 -6.25600 -2.86050
F 2.40579 -5.73427 -1.84920
H 6.24257 -1.68052 -1.82994
H 6.26657 -2.51557 -0.34151
H 5.92289 -0.72988 -0.33685
H 3.70777 -1.04387 -1.18466
H 3.83234 -2.36042 -0.08927
C 3.58003 -1.15646 -5.06850
C 2.22443 -1.78211 -4.97771
O 1.73379 -1.61663 -3.63750
C 0.53816 -2.14359 -3.33146
O -0.25051 -2.68588 -4.06411
C 0.20771 -2.13176 -1.82200
F 0.03873 -3.40115 -1.41327
F 1.19035 -1.64558 -1.11450
F -0.88107 -1.42449 -1.52641
H 3.52133 -0.19642 -4.53654
H 3.86351 -0.99372 -6.09968
H 4.22875 -1.78584 -4.43779
H 2.36116 -2.85865 -5.26772
H 1.49973 -1.42579 -5.70255
C 1.08784 1.77024 -0.84342
C 1.54269 1.11534 0.44896
O 0.33177 0.73573 1.21545
C 0.27160 -0.37112 1.90991
O 1.13483 -1.16926 2.09045
C -1.14078 -0.65923 2.46734
F -1.67248 0.50125 2.91226
F -1.92722 -1.13638 1.50059
F -1.08601 -1.51865 3.51384
H 0.62686 1.06136 -1.55276
H 1.94820 2.22093 -1.30900
H 0.42335 2.58951 -0.55967
H 2.13850 1.77502 1.09718
H 2.14239 0.22543 0.21935
```

Computed properties:
**E_HOMO**: -11.051 eV
**SMILES**: CCOC(=O)C(F)(F)F.CCOC(=O)C(F)(F)F.CCOC(=O)C(F)(F)F.CCOC(=O)C(F)(F)F.CCOC(=O)C(F)(F)F.CCOC(=O)C(F)(F)F.CCOC(=O)C(F)(F)F.CCOC(=O)C(F)(F)F.ClC(Cl)(Cl)Cl.ClC(Cl)(Cl)Cl
**DFT total energy**: -234067.404 eV
**Charge**: 0
**Kohn-Sham gap**: 0.404 Eh